Record 1
{
  "formula": "CHBrN2",
  "method": "the ωB97M-V functional and the def2-TZVPD basis",
  "largest_force_ev_per_a": 3.4,
  "lumo_energy_ev": -0.49,
  "e_tot_ev": -74073.7797,
  "symbols": ["Br", "N", "N", "C", "H"],
  "xyz": [[1.1373, 1.2736, 0.8858], [-0.2878, 0.5019, 0.0063], [-0.0708, -1.9948, 0.0074], [-0.0875, -0.8418, -0.0390], [-0.6912, 1.0611, -0.8605]],
  "forces_ev_per_angstrom": [[0.355, 0.755, 0.095], [-0.945, 0.426, -1.833], [0.291, 0.210, -0.091], [-1.201, 0.527, -0.516], [1.500, -1.918, 2.344]]
}

Record 2
{
  "formula": "H16O8",
  "method": "the ωB97M-V functional and the def2-TZVPD basis",
  "largest_force_ev_per_a": 1.0,
  "smiles": "O.O.O.O.O.O.O.O",
  "lumo_energy_ev": 0.05,
  "e_tot_ev": -16640.0779,
  "symbols": ["O", "O", "O", "O", "O", "O", "O", "O", "H", "H", "H", "H", "H", "H", "H", "H", "H", "H", "H", "H", "H", "H", "H", "H"],
  "xyz": [[0.4555, -2.1704, -2.0430], [-0.0351, 3.2615, 0.8867], [-0.2232, -0.3618, -0.1386], [1.4610, 1.0101, 1.6911], [-2.0352, 1.4078, -1.5870], [3.3540, -1.0067, 1.2193], [0.6168, -2.1069, 1.8973], [-3.3691, -0.8918, -1.8611], [-2.8878, -0.0645, -1.8469], [0.2931, -1.6069, 1.1480], [-0.7467, 3.1861, 1.5225], [-1.9743, 2.1571, -0.9945], [-1.8703, 1.7746, -2.4556], [0.5129, 2.4934, 1.0477], [-0.7237, 0.3673, -0.5049], [0.8452, 0.7239, 2.3656], [3.9273, -0.9622, 0.4540], [-3.5225, -1.0642, -2.7901], [0.5948, 0.0351, 0.1608], [2.6684, -1.6263, 0.9697], [0.0765, -1.8154, 2.6317], [-0.0725, -1.5948, -2.5963], [2.3090, 0.6750, 1.9825], [0.3462, -1.8199, -1.1590]],
  "forces_ev_per_angstrom": [[0.525, -0.660, -0.515], [-0.542, 0.343, -0.474], [0.023, -0.265, 0.364], [-0.463, 0.437, -0.092], [0.309, 0.181, 0.057], [0.270, 0.270, 0.099], [0.518, -0.283, 0.222], [-0.254, -0.551, -0.079], [0.030, 0.289, 0.264], [-0.593, 0.123, -0.267], [-0.148, 0.111, 0.220], [-0.027, 0.366, 0.348], [0.150, 0.118, -0.317], [0.589, -0.340, 0.169], [-0.482, 0.144, -0.436], [-0.170, -0.156, 0.231], [0.244, 0.049, -0.169], [-0.134, -0.208, -0.168], [0.567, 0.493, 0.281], [-0.379, -0.340, 0.231], [-0.136, -0.083, 0.171], [-0.158, 0.090, 0.026], [0.600, -0.401, -0.206], [-0.337, 0.273, 0.039]]
}

Record 3
{
  "formula": "C2H5IOS",
  "method": "the ωB97M-V functional and the def2-TZVPD basis",
  "largest_force_ev_per_a": 3.8,
  "smiles": "OCCSI",
  "lumo_energy_ev": -0.59,
  "e_tot_ev": -23137.7597,
  "symbols": ["I", "S", "O", "C", "C", "H", "H", "H", "H", "H"],
  "xyz": [[-1.5793, -1.8684, 2.6799], [-1.1449, 0.1349, 1.4340], [-0.3917, 1.3941, -1.1372], [0.0955, -0.4378, 0.2850], [0.7476, 0.6302, -0.6015], [1.3537, 1.3311, 0.1279], [1.4031, 0.2573, -1.3807], [-0.4811, -1.0270, -0.4562], [-0.8879, 0.7252, -1.6670], [0.8849, -1.1397, 0.7159]],
  "forces_ev_per_angstrom": [[0.160, 0.265, -0.261], [-0.014, 0.466, 0.692], [1.050, -1.133, -0.498], [1.322, -2.381, -1.665], [-0.968, 2.418, 2.825], [-1.149, -0.968, -1.796], [-0.023, -0.295, -0.010], [0.354, -0.307, 0.415], [0.362, 0.917, 0.493], [-1.093, 1.017, -0.195]]
}

Record 4
{
  "formula": "C18H34ClF7NbO9S",
  "method": "the ωB97M-V functional and the def2-TZVPD basis",
  "largest_force_ev_per_a": 7.1,
  "lumo_energy_ev": 0.80,
  "e_tot_ev": -81561.8912,
  "total_charge": -1,
  "symbols": ["Nb", "Cl", "S", "F", "F", "F", "F", "F", "F", "F", "O", "O", "O", "O", "O", "O", "O", "O", "O", "C", "C", "C", "C", "C", "C", "C", "C", "C", "C", "C", "C", "C", "C", "C", "C", "C", "C", "H", "H", "H", "H", "H", "H", "H", "H", "H", "H", "H", "H", "H", "H", "H", "H", "H", "H", "H", "H", "H", "H", "H", "H", "H", "H", "H", "H", "H", "H", "H", "H", "H", "H"],
  "xyz": [[1.3814, 0.0812, -0.6016], [4.2067, 0.6564, 1.3814], [0.0542, -1.2851, -2.2859], [0.8149, -3.9377, 0.4401], [-2.7487, -3.9637, -0.5596], [-0.7128, -4.5281, -1.6611], [-2.3972, -2.3037, -2.7904], [-1.2680, -4.4850, 1.4587], [-2.3420, -1.0337, -0.7807], [-0.6979, -2.1737, 1.3652], [-1.9615, 5.6572, 0.3829], [-0.2900, -8.9650, 3.0745], [-0.2757, -7.1020, 4.4189], [1.0386, -2.4013, -2.8126], [0.4572, -8.9999, 5.2468], [3.1582, -0.2543, -3.1590], [-2.6115, 7.8600, 0.4434], [-0.3616, -0.4792, -3.5523], [-4.1270, 6.3294, 0.0130], [-0.0596, -8.4119, 4.1385], [4.2608, 0.5463, -3.7591], [0.7370, -10.3903, 5.0971], [-1.5288, -2.0225, -1.5840], [2.3052, 2.7474, 1.1829], [-1.2635, 8.2190, 0.7402], [-1.4988, 2.2600, -2.1779], [1.2368, 1.9386, -1.8977], [3.3820, -0.3817, -1.6800], [-0.8225, -6.3524, 3.3358], [-0.0778, 2.8812, -1.6470], [-0.5869, -3.4385, 0.6066], [-1.6628, 2.5558, -3.7814], [-1.3480, -3.4689, -0.8386], [0.9277, 3.2659, 1.9784], [-4.4880, 4.9626, -0.1754], [2.3901, 1.1187, 1.1349], [-2.8134, 6.5270, 0.2893], [-1.2181, 9.3068, 0.8423], [-2.1499, 3.6388, -3.8962], [-0.9441, 7.7708, 1.6866], [2.2172, 2.6195, -1.8771], [-4.2975, 4.3841, 0.7344], [5.3203, 0.2907, -3.3343], [-1.8019, -6.7480, 3.0480], [2.4899, 3.3038, 0.1728], [1.1471, 3.3368, 3.1306], [1.4844, -10.5516, 4.3136], [0.1013, 3.8792, -2.2775], [-0.1374, -6.3521, 2.4818], [-5.5594, 4.9224, -0.3903], [-0.5899, 2.5746, -4.2535], [3.1914, 3.0980, 1.9040], [-0.1800, -10.9475, 4.8798], [-0.9539, -5.3200, 3.6715], [0.6732, 4.3134, 1.4855], [-0.2454, 3.2306, -0.5437], [4.2690, 0.2743, -4.9113], [-2.3524, 2.8016, -1.5435], [0.1024, 2.4707, 1.7012], [3.7394, -1.4664, -1.4085], [-3.9497, 4.5350, -1.0274], [4.2215, 0.4193, -1.4414], [-2.3408, 1.7127, -4.2310], [-1.5314, 1.1325, -1.8697], [1.1654, 1.5661, -3.0298], [1.1458, -10.7566, 6.0429], [3.9930, 1.7015, -3.6441], [-0.5963, 7.9216, -0.0753], [1.5474, -1.4900, 0.3505], [-0.2320, 0.4680, 0.1896], [1.8645, 0.7314, 2.1352]],
  "forces_ev_per_angstrom": [[3.685, 2.761, 0.765], [-1.289, 0.093, -0.285], [2.314, -0.754, -6.676], [-4.976, 2.145, 0.903], [4.120, 1.478, -0.798], [-2.137, 3.780, 2.600], [2.371, 0.525, 3.658], [2.243, 3.539, -2.656], [2.745, -3.430, -2.184], [0.527, -4.676, -2.855], [-1.299, 1.390, -0.112], [0.354, 0.687, 1.597], [0.303, -1.396, 0.111], [-3.403, 2.548, 2.796], [-0.319, 0.438, -0.605], [2.542, 0.843, 0.555], [-0.328, -0.826, -0.129], [0.138, -1.856, 4.153], [0.980, 0.469, 0.249], [-0.211, 0.174, -0.566], [-0.868, -0.059, -0.988], [0.094, -0.403, -0.039], [-4.083, -0.416, -1.686], [0.699, 0.734, 1.824], [0.456, 0.115, 0.091], [0.477, 0.576, 0.759], [-0.681, 0.704, -1.984], [0.791, 0.245, -0.628], [-0.147, 0.371, -0.433], [-0.401, 1.121, -0.507], [0.953, -1.624, 2.501], [-0.159, 0.007, 1.061], [-1.944, -2.111, -0.251], [0.752, -0.367, -1.632], [-0.145, -0.576, -0.102], [-0.931, 0.875, 2.155], [0.403, -0.629, 0.001], [-0.314, -0.207, -0.080], [0.992, -2.409, 0.058], [0.003, -0.065, -0.266], [-1.864, -1.529, 0.147], [0.138, 0.067, -0.236], [-2.022, 0.465, -0.522], [0.257, -0.027, -0.064], [-0.620, -1.357, 1.796], [-0.632, -0.165, -2.364], [-0.269, 0.012, 0.024], [-0.451, -1.867, 1.343], [-0.236, -0.141, 0.194], [0.211, 0.318, 0.067], [-2.205, -0.228, 0.711], [-1.716, -0.803, -1.679], [0.195, 0.120, -0.137], [0.176, -0.377, 0.190], [0.218, -2.175, 1.396], [0.630, -0.816, -1.937], [-0.077, 0.650, 2.311], [1.694, -1.135, -1.494], [1.353, 1.816, 0.844], [-0.302, 1.949, -0.647], [0.031, 0.023, 0.275], [-1.630, -1.747, 0.093], [1.399, 1.815, 0.524], [-0.049, 2.139, -0.936], [0.187, 0.773, 2.202], [-0.109, 0.357, -0.074], [0.812, -2.335, -0.143], [-0.098, -0.109, 0.234], [-0.302, -0.302, -0.462], [-0.270, -0.065, 0.010], [1.242, 0.859, -2.039]]
}

Please write out number 3 again, unchanged.
{
  "formula": "C2H5IOS",
  "method": "the ωB97M-V functional and the def2-TZVPD basis",
  "largest_force_ev_per_a": 3.8,
  "smiles": "OCCSI",
  "lumo_energy_ev": -0.59,
  "e_tot_ev": -23137.7597,
  "symbols": ["I", "S", "O", "C", "C", "H", "H", "H", "H", "H"],
  "xyz": [[-1.5793, -1.8684, 2.6799], [-1.1449, 0.1349, 1.4340], [-0.3917, 1.3941, -1.1372], [0.0955, -0.4378, 0.2850], [0.7476, 0.6302, -0.6015], [1.3537, 1.3311, 0.1279], [1.4031, 0.2573, -1.3807], [-0.4811, -1.0270, -0.4562], [-0.8879, 0.7252, -1.6670], [0.8849, -1.1397, 0.7159]],
  "forces_ev_per_angstrom": [[0.160, 0.265, -0.261], [-0.014, 0.466, 0.692], [1.050, -1.133, -0.498], [1.322, -2.381, -1.665], [-0.968, 2.418, 2.825], [-1.149, -0.968, -1.796], [-0.023, -0.295, -0.010], [0.354, -0.307, 0.415], [0.362, 0.917, 0.493], [-1.093, 1.017, -0.195]]
}

> Which formula does entry 2 have?

H16O8